*i*
C17H20BrFN6O2 | ωB97M-V/def2-TZVPD

Its total charge is 0. The SMILES is O=C(NCC[C@@H](F)Cn1cc(C2(C3CC3)CC2)nn1)c1ncnc(O)c1Br. For the highest occupied orbital energy, the calculation gives -9.168 eV.

Bonds (Å) are listed after each position.
CARTESIAN COORDINATES (ANGSTROEM)
1 O 1.078 2.028 0.253  C2 1.214
2 C 1.509 1.478 -0.740  O1 1.214, N3 1.352, C20 1.537
3 N 1.543 0.131 -0.857  C2 1.352, C4 1.460, H28 1.005
4 C 1.004 -0.691 0.223  N3 1.460, C5 1.527, H29 1.088, H30 1.089
5 C -0.514 -0.559 0.313  C4 1.527, C6 1.511, H31 1.093, H32 1.089
6 C -1.222 -1.060 -0.924  C5 1.511, F7 1.405, C8 1.528, H33 1.092
7 F -1.266 -2.464 -0.903  C6 1.405
8 C -2.652 -0.532 -1.037  C6 1.528, N9 1.450, H34 1.088, H35 1.089
9 N -2.584 0.908 -1.193  C8 1.450, C10 1.348, N19 1.339
10 C -2.843 1.889 -0.306  N9 1.348, C11 1.369, H36 1.076
11 C -2.367 3.031 -0.893  C10 1.369, C12 1.483, N18 1.363
12 C -2.390 4.430 -0.405  C11 1.483, C13 1.500, C16 1.507, C17 1.501
13 C -3.713 5.108 -0.603  C12 1.500, C14 1.500, C15 1.500, H37 1.085
14 C -3.852 6.601 -0.667  C13 1.500, C15 1.508, H38 1.080, H39 1.080
15 C -4.022 5.769 -1.914  C13 1.500, C14 1.508, H40 1.081, H41 1.080
16 C -1.566 4.757 0.814  C12 1.507, C17 1.503, H42 1.081, H43 1.081
17 C -1.102 5.189 -0.548  C12 1.501, C16 1.503, H44 1.079, H45 1.081
18 N -1.827 2.678 -2.094  C11 1.363, N19 1.294
19 N -1.980 1.407 -2.279  N9 1.339, N18 1.294
20 C 1.976 2.345 -1.921  C2 1.537, N21 1.338, C26 1.387
21 N 1.630 3.626 -1.750  C20 1.338, C22 1.312
22 C 1.970 4.488 -2.678  N21 1.312, N23 1.330, H46 1.084
23 N 2.640 4.228 -3.797  C22 1.330, C24 1.313
24 C 2.983 2.974 -3.980  N23 1.313, O25 1.335, C26 1.405
25 O 3.655 2.661 -5.090  C24 1.335, H47 0.969
26 C 2.673 1.960 -3.056  C20 1.387, C24 1.405, Br27 1.889
27 Br 3.270 0.227 -3.512  C26 1.889
28 H 1.899 -0.305 -1.689  N3 1.005
29 H 1.302 -1.721 0.039  C4 1.088
30 H 1.450 -0.359 1.159  C4 1.089
31 H -0.908 -1.109 1.172  C5 1.093
32 H -0.726 0.499 0.453  C5 1.089
33 H -0.692 -0.769 -1.833  C6 1.092
34 H -3.148 -0.964 -1.903  C8 1.088
35 H -3.220 -0.764 -0.137  C8 1.089
36 H -3.309 1.700 0.646  C10 1.076
37 H -4.544 4.593 -0.133  C13 1.085
38 H -4.737 7.035 -0.225  C14 1.080
39 H -2.963 7.208 -0.588  C14 1.080
40 H -3.216 5.794 -2.634  C15 1.081
41 H -5.015 5.667 -2.325  C15 1.080
42 H -1.970 5.518 1.468  C16 1.081
43 H -1.017 3.953 1.285  C16 1.081
44 H -0.277 4.640 -0.973  C17 1.079
45 H -1.149 6.240 -0.793  C17 1.081
46 H 1.679 5.522 -2.527  C22 1.084
47 H 3.765 3.485 -5.589  O25 0.969



*ii*
C17H20BrFN6O2 | ωB97M-V/def2-TZVPD

Its total charge is 0. The SMILES is O=C(NCC[C@@H](F)Cn1cc(C2(C3CC3)CC2)nn1)c1ncnc(O)c1Br. For the highest occupied orbital energy, the calculation gives -9.273 eV.

Bonds (Å) are listed after each position.
CARTESIAN COORDINATES (ANGSTROEM)
1 O -1.533 1.577 0.314  C2 1.216
2 C -0.950 2.603 0.608  O1 1.216, N3 1.350, C20 1.513
3 N -0.680 2.995 1.871  C2 1.350, C4 1.455, H28 1.006
4 C -1.125 2.229 3.025  N3 1.455, C5 1.527, H29 1.089, H30 1.093
5 C -0.542 0.818 3.055  C4 1.527, C6 1.509, H31 1.094, H32 1.089
6 C 0.966 0.786 3.001  C5 1.509, F7 1.401, C8 1.524, H33 1.093
7 F 1.473 1.378 4.165  C6 1.401
8 C 1.549 -0.620 2.928  C6 1.524, N9 1.447, H34 1.088, H35 1.090
9 N 1.278 -1.226 1.641  C8 1.447, C10 1.351, N19 1.336
10 C 0.203 -1.936 1.234  N9 1.351, C11 1.369, H36 1.076
11 C 0.403 -2.131 -0.106  C10 1.369, C12 1.483, N18 1.362
12 C -0.428 -2.868 -1.089  C11 1.483, C13 1.503, C16 1.506, C17 1.503
13 C 0.088 -4.246 -1.393  C12 1.503, C14 1.501, C15 1.500, H37 1.085
14 C -0.197 -4.950 -2.688  C13 1.501, C15 1.505, H38 1.081, H39 1.081
15 C 1.185 -4.429 -2.400  C13 1.500, C14 1.505, H40 1.082, H41 1.081
16 C -1.916 -2.638 -1.048  C12 1.506, C17 1.503, H42 1.082, H43 1.082
17 C -1.092 -2.043 -2.155  C12 1.503, C16 1.503, H44 1.081, H45 1.081
18 N 1.580 -1.532 -0.438  C11 1.362, N19 1.293
19 N 2.101 -0.992 0.615  N9 1.336, N18 1.293
20 C -0.445 3.565 -0.446  C2 1.513, N21 1.341, C26 1.379
21 N -0.784 4.850 -0.263  C20 1.341, C22 1.321
22 C -0.403 5.695 -1.204  N21 1.321, N23 1.328, H46 1.083
23 N 0.289 5.396 -2.298  C22 1.328, C24 1.322
24 C 0.654 4.135 -2.447  N23 1.322, O25 1.332, C26 1.400
25 O 1.377 3.813 -3.518  C24 1.332, H47 0.968
26 C 0.312 3.143 -1.519  C20 1.379, C24 1.400, Br27 1.873
27 Br 0.962 1.396 -1.695  C26 1.873
28 H -0.353 3.938 1.998  N3 1.006
29 H -0.818 2.779 3.913  C4 1.089
30 H -2.215 2.161 3.027  C4 1.093
31 H -0.869 0.322 3.973  C5 1.094
32 H -0.934 0.261 2.205  C5 1.089
33 H 1.345 1.367 2.156  C6 1.093
34 H 2.629 -0.567 3.048  C8 1.088
35 H 1.135 -1.252 3.714  C8 1.090
36 H -0.589 -2.229 1.900  C10 1.076
37 H 0.138 -4.887 -0.519  C13 1.085
38 H -0.357 -6.019 -2.645  C14 1.081
39 H -0.782 -4.445 -3.443  C14 1.081
40 H 1.502 -3.539 -2.928  C15 1.082
41 H 1.972 -5.139 -2.189  C15 1.081
42 H -2.542 -3.487 -1.288  C16 1.082
43 H -2.313 -1.961 -0.304  C16 1.082
44 H -0.918 -0.976 -2.124  C17 1.081
45 H -1.189 -2.458 -3.148  C17 1.081
46 H -0.674 6.736 -1.071  C22 1.083
47 H 1.509 4.628 -4.024  O25 0.968



Q: What are the energies relative to the best structure? A: *i* 0.0101; *ii* 0.0000, in hartree.



*i*
C5H3FO2 | ωB97M-V/def2-TZVPD

Its total charge is 0. The SMILES is CC(=C=O)C1=C(F)O1. For the highest occupied orbital energy (alpha / beta), the calculation gives -8.892 / -8.893 eV.

Bonds (Å) are listed after each position.
CARTESIAN COORDINATES (ANGSTROEM)
1 C -0.418 -1.336 -0.558  C2 1.566, H9 1.061, H10 1.070, H11 1.084
2 C 0.182 0.108 -0.473  C1 1.566, C3 1.345, C5 1.423
3 C 0.504 0.670 -1.652  C2 1.345, O4 1.154
4 O 0.744 1.074 -2.706  C3 1.154
5 C 0.077 0.657 0.835  C2 1.423, C6 1.344, O8 1.266
6 C 0.886 1.276 1.713  C5 1.344, F7 1.329, O8 1.743
7 F 0.352 2.243 2.451  C6 1.329
8 O -0.415 0.127 1.875  C5 1.266, C6 1.743
9 H 0.240 -2.041 -0.116  C1 1.061
10 H -0.903 -1.463 -1.504  C1 1.070
11 H -1.250 -1.314 0.136  C1 1.084



*ii*
C5H3FO2 | ωB97M-V/def2-TZVPD

Its total charge is 0. The SMILES is C#C/C(=C\F)C(=O)O. For the highest occupied orbital energy, the calculation gives -9.827 eV.

Bonds (Å) are listed after each position.
CARTESIAN COORDINATES (ANGSTROEM)
1 C -1.946 -0.184 1.417  C2 1.246, H9 1.102
2 C -1.089 0.070 0.549  C1 1.246, C3 1.436
3 C 0.097 0.277 -0.234  C2 1.436, C4 1.307, C6 1.537
4 C 0.525 1.467 -0.562  C3 1.307, F5 1.267, H10 1.097
5 F -0.076 2.523 -0.199  C4 1.267
6 C 1.063 -0.825 -0.695  C3 1.537, O7 1.206, O8 1.335
7 O 2.079 -0.632 -1.316  C6 1.206
8 O 0.594 -2.044 -0.417  C6 1.335, H11 0.976
9 H -2.648 -0.313 2.257  C1 1.102
10 H 1.465 1.640 -1.100  C4 1.097
11 H -0.064 -1.980 0.301  O8 0.976



Q: What are the energies relative to the best structure? A: *i* 0.1108; *ii* 0.0000, in hartree.



*i*
C9H13NO3 | ωB97M-V/def2-TZVPD

Its total charge is 0. The SMILES is O=C1C=CC(=O)O1.C[C@@H]1CCCN1. For the highest occupied orbital energy, the calculation gives -8.897 eV.

Bonds (Å) are listed after each position.
CARTESIAN COORDINATES (ANGSTROEM)
1 O 3.794 1.858 2.837  C2 1.208
2 C 3.141 0.914 2.460  O1 1.208, C3 1.469, O7 1.423
3 C 1.698 0.645 2.499  C2 1.469, C4 1.347, H8 1.080
4 C 1.452 -0.555 1.940  C3 1.347, C5 1.484, H9 1.087
5 C 2.736 -1.123 1.461  C4 1.484, O6 1.212, O7 1.410
6 O 2.971 -2.136 0.838  C5 1.212
7 O 3.746 -0.216 1.842  C2 1.423, C5 1.410
8 H 0.989 1.330 2.939  C3 1.080
9 H 0.545 -1.154 1.973  C4 1.087
10 C -2.279 -1.315 0.087  C11 1.509, H16 1.096, H17 1.100, H18 1.095
11 C -1.665 -0.004 -0.338  C10 1.509, C12 1.537, N15 1.475, H19 1.102
12 C -2.121 0.439 -1.737  C11 1.537, C13 1.541, H20 1.098, H21 1.094
13 C -0.870 1.054 -2.394  C12 1.541, C14 1.535, H22 1.093, H23 1.094
14 C 0.337 0.535 -1.599  C13 1.535, N15 1.479, H24 1.106, H25 1.099
15 N -0.190 -0.006 -0.327  C11 1.475, C14 1.479, H26 1.028
16 H -3.369 -1.208 0.104  C10 1.096
17 H -2.009 -2.098 -0.637  C10 1.100
18 H -1.936 -1.601 1.086  C10 1.095
19 H -1.964 0.799 0.355  C11 1.102
20 H -2.469 -0.431 -2.308  C12 1.098
21 H -2.935 1.167 -1.667  C12 1.094
22 H -0.805 0.797 -3.454  C13 1.093
23 H -0.921 2.141 -2.281  C13 1.094
24 H 0.884 -0.245 -2.161  C14 1.106
25 H 1.036 1.351 -1.368  C14 1.099
26 H 0.205 -0.938 -0.150  N15 1.028



*ii*
C9H13NO3 | ωB97M-V/def2-TZVPD

Its total charge is 0. The SMILES is O=c1cccc[nH]1.C=C(OC)OC. For the highest occupied orbital energy, the calculation gives -8.371 eV.

Bonds (Å) are listed after each position.
CARTESIAN COORDINATES (ANGSTROEM)
1 O -2.419 -2.622 -1.981  C2 1.216
2 C -1.954 -1.499 -2.009  O1 1.216, C3 1.486, N7 1.379
3 C -1.209 -1.017 -3.200  C2 1.486, C4 1.353, H8 1.115
4 C -0.687 0.230 -3.135  C3 1.353, C5 1.441, H9 1.125
5 C -0.905 1.067 -1.982  C4 1.441, C6 1.315, H10 1.115
6 C -1.554 0.610 -0.934  C5 1.315, N7 1.327, H11 1.100
7 N -2.143 -0.577 -1.001  C2 1.379, C6 1.327, H12 1.047
8 H -1.169 -1.700 -4.080  C3 1.115
9 H 0.006 0.499 -3.980  C4 1.125
10 H -0.429 2.074 -2.027  C5 1.115
11 H -1.679 1.428 -0.209  C6 1.100
12 H -2.664 -0.855 -0.137  N7 1.047
13 C -0.361 0.776 2.486  C14 1.344, H19 1.121, H20 1.142
14 C 0.563 0.133 1.751  C13 1.344, O15 1.304, O17 1.387
15 O 0.274 -0.648 0.748  C14 1.304, C16 1.412
16 C 1.275 -1.273 -0.027  O15 1.412, H21 1.081, H22 1.094, H23 1.134
17 O 1.927 0.289 1.952  C14 1.387, C18 1.423
18 C 2.406 1.200 2.935  O17 1.423, H24 1.018, H25 1.174, H26 1.052
19 H -0.078 1.598 3.193  C13 1.121
20 H -1.477 0.533 2.457  C13 1.142
21 H 1.984 -0.579 -0.455  C16 1.081
22 H 0.817 -1.888 -0.807  C16 1.094
23 H 1.939 -1.870 0.671  C16 1.134
24 H 3.397 1.001 3.056  C18 1.018
25 H 2.075 0.928 4.028  C18 1.174
26 H 2.064 2.163 2.686  C18 1.052



Q: What are the energies relative to the best structure? A: *i* 0.0000; *ii* 0.0724, in hartree.